The following is a quantum chemistry calculation of a structure of composition C7H10O in a non-equilibrium geometry, from OMol25.

Calculated values
Relative energy (zero: lowest compared OMol25 entry of this formula, charge and spin): 588.6 kJ/mol
Electronic energy: -9462.460 eV
Kohn-Sham gap: 10.4 eV
Max |F|: 6.14 eV/A

Positions of all 18 atoms, in Å:
C -2.2690 -0.5030 -0.0533
C -0.6685 0.6982 -0.2439
C 0.7171 1.1460 0.0924
C 1.2889 0.1622 -1.0037
C 0.9137 -0.8934 -0.0805
C 1.2518 0.0530 1.0873
C -0.7478 -0.7547 0.0977
H -2.7685 -0.6864 -1.0095
H -2.9442 -0.8948 0.6957
H -0.6827 0.7922 -1.2935
H 0.9607 2.2754 0.2699
H 2.3527 0.1256 -0.9511
H 0.8999 0.0804 -2.0216
H 1.3357 -2.0104 -0.4280
H 0.7672 -0.0220 2.0640
H 2.3669 0.1340 1.3698
H -0.6993 -0.5985 1.2273
O -2.0748 0.8960 0.1810